76
Properties=species:S:1:pos:R:3 method="wB97M-V/def2-TZVPD" orbital_gap_ev="7.59 / 4.79" largest_force_ha_per_bohr=0.00948 spin_multiplicity=6 homo_ev="-16.01 / -16.62" total_charge=+3 s_squared=8.81 de_lowest_kcal_mol=0.00
Os -0.114 -0.237 0.343
C -0.853 -4.160 4.131
N -0.355 -3.470 2.933
C 0.500 -4.030 2.019
C 0.702 -3.102 1.050
N -0.033 -1.983 1.365
C -0.670 -2.233 2.521
P -1.782 -1.113 3.438
C -0.706 0.355 3.548
N 0.020 0.854 2.551
C 0.423 2.100 2.948
C -0.058 2.340 4.212
N -0.768 1.236 4.578
C -1.483 1.078 5.847
C -2.701 -0.497 1.984
N -2.118 0.017 0.898
C -3.102 0.584 0.132
C -4.293 0.404 0.767
N -4.026 -0.273 1.927
C -5.033 -0.626 2.933
H -0.181 -4.984 4.351
H -0.864 -3.478 4.976
H -1.853 -4.547 3.948
H 0.883 -5.029 2.135
H 1.303 -3.169 0.162
H 1.026 2.735 2.321
H 0.051 3.190 4.865
H -1.066 1.777 6.565
H -2.542 1.293 5.719
H -1.351 0.068 6.226
H -2.888 1.089 -0.794
H -5.294 0.697 0.498
H -5.940 -0.939 2.423
H -4.668 -1.449 3.540
H -5.248 0.234 3.564
C -1.249 2.886 -6.377
C -0.957 1.761 -5.485
C 0.318 1.143 -5.435
C 0.549 0.132 -4.554
C -0.488 -0.288 -3.671
C -1.770 0.246 -3.732
C -2.008 1.262 -4.625
S -0.197 -1.612 -2.492
O 0.269 -2.741 -3.222
O -1.373 -1.661 -1.661
N 0.935 -1.037 -1.442
C 2.254 -1.064 -1.617
C 2.976 -1.610 -2.713
C 4.347 -1.490 -2.769
C 5.054 -0.863 -1.746
C 4.386 -0.371 -0.593
C 5.065 0.205 0.495
C 4.338 0.591 1.592
C 2.952 0.425 1.583
N 2.279 -0.069 0.550
C 2.991 -0.478 -0.516
H -0.431 3.142 -7.042
H -1.502 3.758 -5.753
H -2.167 2.694 -6.946
H 1.096 1.487 -6.104
H 1.514 -0.352 -4.522
H -2.548 -0.131 -3.083
H -2.985 1.723 -4.694
H 2.449 -2.149 -3.486
H 4.884 -1.899 -3.613
H 6.131 -0.770 -1.809
H 6.141 0.323 0.463
H 4.814 1.021 2.461
H 2.368 0.706 2.445
F -0.395 1.454 -0.824
Sb 0.732 3.052 -1.539
F 1.704 2.817 0.054
F -0.536 4.067 -0.642
F 1.785 4.405 -2.216
F -0.395 2.909 -3.047
F 1.751 1.647 -2.297